The following is a DFT calculation (the ωB97M-V functional and the def2-TZVPD basis) of an isolated molecule of C3H7N3S.

Calculated values
HOMO energy = -9.12 eV
SMILES string = [H]/N=C(/NS)N1CC1
Kohn-Sham gap = 0.3633 Eh
E = -18526.818 eV
E_LUMO = 0.8 eV

Structure (ORCA input):
```
! wB97M-V def2-TZVPD RIJCOSX def2/J DEFGRID3
* xyz 0 1
N 0.707 -0.192 -0.442
C -0.562 0.399 -0.151
H 2.766 0.215 -0.832
H -1.467 -1.053 -1.528
H -3.475 0.853 -0.492
C 1.365 -1.074 0.521
N -0.928 1.597 0.146
C 1.995 0.176 -0.044
H 1.573 -2.151 0.176
H 0.932 -1.096 1.615
S -3.118 -0.371 0.205
N -1.518 -0.636 -0.405
H 1.897 1.099 0.606
H -0.167 2.234 0.625
*
```

The following is a DFT calculation (the ωB97M-V functional and the def2-TZVPD basis) of an isolated molecule of C4H6OS2.

Calculated values
HOMO energy = -8.86 eV
SMILES string = OC[C@@H]1CSC1=S
Kohn-Sham gap = 0.3161 Eh
E = -27962.098 eV
E_LUMO = -0.3 eV

Structure (ORCA input):
```
! wB97M-V def2-TZVPD RIJCOSX def2/J DEFGRID3
* xyz 0 1
H 1.404 0.844 -0.843
H 0.082 1.747 1.360
S -2.013 -0.018 -2.121
C -0.556 -0.139 0.331
H 0.298 -2.010 1.315
H 1.533 -0.914 0.612
C 0.057 1.283 0.374
C -0.960 -0.614 -1.058
C 0.536 -1.266 0.489
H -1.427 -0.247 1.013
S 0.203 -1.902 -1.190
O 1.413 1.312 -0.048
H -0.571 1.924 -0.236
*
```

The following is a DFT calculation (the ωB97M-V functional and the def2-TZVPD basis) of an isolated molecule of C18H21ClN2O.

Calculated values
HOMO energy = -8.67 eV
SMILES string = C[C@@H](NC(=O)CN(C)Cc1cccc(Cl)c1)c1ccccc1
Kohn-Sham gap = 0.3456 Eh
E = -36557.797 eV
E_LUMO = 0.7 eV

Structure (ORCA input):
```
! wB97M-V def2-TZVPD RIJCOSX def2/J DEFGRID3
* xyz 0 1
C 1.310 1.959 -1.818
C 1.659 -1.290 -0.134
H -0.016 1.671 -3.466
C 0.064 1.798 -2.397
C -3.423 0.711 2.292
C 0.231 -3.296 -0.469
H 2.552 -1.120 -2.068
C -0.993 1.951 -0.242
H 1.075 -1.376 1.929
H -3.525 -1.107 0.610
H 3.270 -0.706 2.784
C 1.391 2.125 -0.445
C 1.876 -1.170 1.232
H -0.730 -0.786 0.885
C 3.117 -0.800 1.719
Cl 2.929 2.395 0.294
C 4.162 -0.556 0.846
H -3.760 0.229 -0.527
H -2.044 2.619 1.479
C -1.926 -0.866 -0.740
H 1.061 -3.800 -0.958
C 3.955 -0.670 -0.518
C 0.256 2.104 0.344
H -3.580 -0.287 2.699
H 0.277 -1.568 -1.751
N -2.514 0.627 1.164
C 2.711 -1.031 -1.003
C -2.221 1.955 0.629
H -0.702 -3.655 -0.897
H 4.765 -0.474 -1.206
H 0.253 -3.536 0.591
C -3.024 -0.259 0.131
O -2.108 -1.159 -1.904
N -0.790 -1.112 -0.067
H -2.046 1.705 -2.093
H 0.344 2.223 1.413
C 0.342 -1.778 -0.677
H 5.131 -0.270 1.226
H 2.205 1.969 -2.418
C -1.081 1.811 -1.621
H -2.974 1.331 3.067
H -3.079 2.349 0.058
H -4.401 1.139 2.025
*
```

The following is a DFT calculation (the ωB97M-V functional and the def2-TZVPD basis) of H10IMnO5 as an isolated structure.

Calculated values
HOMO energy (alpha / beta) = -10.89 / -10.90 eV
Kohn-Sham gap (alpha / beta) = 0.2581 / 0.2583 Eh
⟨S²⟩ = 8.752
E = -49817.326 eV
E_LUMO (alpha / beta) = -3.9 / -3.9 eV

Structure (ORCA input):
```
! wB97M-V def2-TZVPD RIJCOSX def2/J DEFGRID3
* xyz 1 6
H 1.310 2.559 0.048
Mn 0.286 -0.092 0.157
H -1.509 0.430 -1.947
I 2.360 -0.197 2.245
H -2.291 0.385 -0.652
H 0.120 2.391 -0.873
H -0.183 -2.980 0.016
H 1.043 -0.752 -2.382
H -1.793 -0.184 2.194
H -1.192 1.199 2.069
O -1.422 0.220 -1.018
H 2.279 -0.179 -1.721
O -0.029 -2.177 0.513
O 0.599 1.955 -0.168
O -1.169 0.326 1.678
O 1.370 -0.422 -1.545
H 0.222 -2.479 1.386
*
```